No. 1
A cluster of 3 separate species, C6H16NO in total. Source: the Open Molecules 2025 dataset; level of theory: ωB97M-V/def2-TZVPD.

Atoms and positions in Å:
C: 1.578 -1.357 -1.249
C: 0.870 -0.088 -0.718
C: -0.444 0.278 -1.595
C: -1.646 -0.359 -1.037
C: -2.475 0.291 -0.192
C: -3.695 -0.288 0.410
N: 1.714 0.978 -0.531
H: 2.403 -1.561 -0.571
H: 1.991 -1.193 -2.246
H: 0.922 -2.223 -1.288
H: 0.547 -0.341 0.295
H: -0.537 1.360 -1.582
H: -0.300 -0.020 -2.636
H: -1.854 -1.388 -1.313
H: -2.236 1.318 0.068
H: -3.652 -0.246 1.502
H: -4.600 0.240 0.102
H: -3.789 -1.341 0.136
H: 2.159 1.274 -1.409
H: 5.840 -1.479 5.778
H: 0.698 1.915 0.370
H: 0.208 3.005 1.287
H: 6.428 -1.048 5.660
O: -0.129 2.274 0.762

Charge: +1
Kohn-Sham gap in eV: 5.59
HOMO in eV: -13.9621

No. 2
The ion C6H12N with charge +1. Source: the Open Molecules 2025 dataset; level of theory: ωB97M-V/def2-TZVPD.

Atoms and positions in Å:
C: 2.828 -0.097 0.503
C: 1.970 0.432 -0.423
N: 0.962 -0.513 -0.939
C: -0.160 -0.886 0.225
C: -1.296 0.158 0.395
C: -0.961 1.498 0.832
C: -2.611 -0.237 -0.372
H: 2.498 -0.887 1.079
H: 3.479 0.578 1.090
H: 2.234 1.140 -1.152
H: 1.496 -1.379 -1.058
H: 0.581 -0.299 -1.868
H: 0.460 -0.719 1.102
H: -0.614 -1.766 -0.040
H: -1.443 2.305 0.504
H: -0.525 1.541 1.830
H: -2.550 -0.979 -1.227
H: -3.083 0.669 -0.880
H: -3.265 -0.559 0.401

Charge: +1
Kohn-Sham gap in eV: 8.75
HOMO in eV: -13.0484
SMILES string: C=C[NH2+]CC(=C)C

No. 3
A cluster of 6 separate species, C37H88FN5O2 in total. Source: the Open Molecules 2025 dataset; level of theory: ωB97M-V/def2-TZVPD.

Atoms and positions in Å:
F: -31.943 24.718 -10.474
C: -28.727 24.077 -17.352
C: -28.702 23.006 -16.275
C: -29.572 23.362 -15.057
C: -29.798 22.101 -14.243
N: -30.480 22.297 -12.950
C: -30.883 20.975 -12.339
C: -31.121 21.272 -10.873
C: -30.201 22.477 -10.569
C: -29.526 22.784 -11.879
C: -31.554 23.251 -13.027
H: -28.237 25.006 -17.015
H: -29.722 24.374 -17.700
H: -28.187 23.782 -18.251
H: -27.679 22.763 -15.994
H: -29.143 22.109 -16.733
H: -30.547 23.757 -15.373
H: -29.138 24.178 -14.455
H: -28.825 21.679 -14.011
H: -30.489 21.436 -14.749
H: -31.785 20.629 -12.841
H: -30.061 20.309 -12.579
H: -32.170 21.506 -10.695
H: -30.909 20.365 -10.301
H: -30.766 23.333 -10.194
H: -29.454 22.268 -9.800
H: -29.266 23.845 -11.920
H: -28.608 22.225 -12.075
H: -32.167 22.995 -13.888
H: -31.101 24.221 -13.097
H: -32.153 23.197 -12.130
C: -35.025 28.982 -12.703
C: -34.185 27.860 -13.419
C: -32.681 28.176 -13.289
C: -31.899 27.364 -14.276
N: -30.507 27.724 -14.383
C: -29.859 27.051 -15.561
C: -28.610 27.897 -15.923
C: -28.923 29.288 -15.343
C: -30.306 29.183 -14.690
C: -29.773 27.347 -13.190
H: -36.073 28.905 -12.993
H: -34.657 29.983 -12.919
H: -34.939 28.863 -11.613
H: -34.463 27.919 -14.487
H: -34.459 26.858 -13.084
H: -32.320 27.989 -12.268
H: -32.559 29.251 -13.452
H: -32.346 27.550 -15.255
H: -31.978 26.293 -14.111
H: -29.699 25.997 -15.345
H: -30.578 27.139 -16.379
H: -27.699 27.457 -15.532
H: -28.582 27.999 -16.999
H: -28.210 29.677 -14.621
H: -28.978 30.026 -16.139
H: -30.373 29.644 -13.709
H: -31.117 29.536 -15.317
H: -30.027 28.023 -12.382
H: -28.708 27.370 -13.397
H: -30.083 26.347 -12.914
C: -31.924 24.893 -7.199
C: -30.506 24.717 -6.582
C: -29.513 25.723 -7.148
C: -28.346 25.761 -6.243
N: -27.221 26.554 -6.715
C: -27.665 27.908 -7.197
C: -27.850 27.743 -8.699
C: -26.655 26.843 -9.011
C: -26.606 25.838 -7.852
C: -26.295 26.703 -5.589
H: -32.394 25.794 -6.773
H: -32.615 24.093 -6.950
H: -31.839 25.041 -8.286
H: -30.099 23.703 -6.721
H: -30.544 24.806 -5.484
H: -30.033 26.687 -7.152
H: -29.304 25.452 -8.183
H: -27.946 24.793 -5.969
H: -28.677 26.284 -5.344
H: -26.855 28.619 -7.066
H: -28.562 28.164 -6.655
H: -27.807 28.651 -9.304
H: -28.821 27.295 -8.945
H: -25.742 27.459 -9.039
H: -26.671 26.434 -10.023
H: -25.602 25.504 -7.623
H: -27.236 24.989 -8.104
H: -25.341 27.048 -5.979
H: -26.141 25.747 -5.100
H: -26.721 27.422 -4.901
C: -30.588 29.731 -8.180
N: -32.037 29.834 -8.459
C: -32.219 29.661 -9.883
C: -32.742 28.744 -7.806
C: -32.600 31.148 -8.083
C: -31.836 32.291 -8.630
O: -32.403 33.396 -7.949
H: -30.426 30.265 -7.235
H: -29.930 30.176 -8.909
H: -30.349 28.694 -8.002
H: -31.627 30.397 -10.422
H: -33.263 29.681 -10.163
H: -31.755 28.696 -10.131
H: -32.553 28.824 -6.736
H: -32.353 27.803 -8.200
H: -33.801 28.774 -8.036
H: -32.553 31.199 -6.993
H: -33.643 31.146 -8.391
H: -31.866 32.420 -9.714
H: -30.790 32.177 -8.280
H: -32.037 34.224 -8.279
C: -38.809 25.579 -10.356
N: -37.392 25.883 -9.971
C: -37.120 27.267 -10.473
C: -37.238 25.927 -8.543
C: -36.505 24.863 -10.592
C: -35.126 24.680 -10.130
O: -34.298 25.858 -10.173
H: -38.951 25.892 -11.382
H: -39.429 26.234 -9.750
H: -39.008 24.540 -10.155
H: -37.837 27.899 -9.955
H: -37.309 27.271 -11.539
H: -36.118 27.587 -10.256
H: -37.959 26.629 -8.137
H: -36.242 26.311 -8.348
H: -37.398 24.935 -8.137
H: -36.569 25.038 -11.666
H: -37.052 23.939 -10.399
H: -34.638 23.985 -10.837
H: -35.106 24.199 -9.140
H: -33.340 25.457 -10.146

Charge: +4
Kohn-Sham gap in eV: 9.68
HOMO in eV: -18.0589

No. 4
A cluster of 3 separate species, C4H9NS2 in total. Source: the Open Molecules 2025 dataset; level of theory: ωB97M-V/def2-TZVPD.

Atoms and positions in Å:
C: 2.496 1.471 0.093
C: 1.067 -0.264 -0.406
C: -0.219 -0.911 0.018
C: -1.272 0.136 0.385
H: 3.558 1.091 0.076
H: 2.636 2.294 0.891
H: 1.980 2.061 -0.718
H: 2.120 -0.123 1.678
H: 1.666 -1.230 -1.375
H: 0.517 1.200 -1.130
H: -2.076 -0.504 0.551
H: -0.849 0.662 1.302
H: -0.732 2.383 -0.302
N: 1.620 0.497 0.837
S: -0.345 -2.466 0.232
S: -1.692 1.598 -0.693

Kohn-Sham gap in eV: 7.90
HOMO in eV: -8.3330

No. 5
A cluster of 2 separate species, C4H3N3O4S in total. Source: the Open Molecules 2025 dataset; level of theory: ωB97M-V/def2-TZVPD.

Atoms and positions in Å:
C: 2.533 0.106 -0.048
C: 1.291 0.604 -0.539
C: 2.369 -0.880 0.826
C: 0.241 -0.097 -0.099
N: -1.063 -0.025 -0.421
N: -1.987 -0.915 -0.591
N: -2.246 1.364 0.363
O: -1.707 -1.996 -1.035
O: -3.142 -0.473 -0.371
O: -2.375 1.052 1.443
O: -2.387 2.197 -0.415
S: 0.714 -1.464 0.913
H: 3.575 0.412 -0.162
H: 1.067 1.458 -1.164
H: 3.117 -1.344 1.300

Kohn-Sham gap (alpha / beta) in eV: 7.06 / 7.15
Spin multiplicity: 3
HOMO (alpha / beta) in eV: -7.1378 / -10.3855

No. 6
A cluster of 2 separate species, C12H12ClFO in total. Source: the Open Molecules 2025 dataset; level of theory: ωB97M-V/def2-TZVPD.

Atoms and positions in Å:
C: -0.879 -2.310 1.053
C: -2.092 -1.884 1.610
C: -0.178 -1.460 0.206
C: -2.592 -0.615 1.385
C: -0.715 -0.290 -0.151
C: -1.923 0.137 0.444
C: 2.832 -0.194 0.846
C: 1.881 0.561 1.317
C: -0.408 1.015 -2.370
C: 0.675 0.039 -2.381
C: 0.166 0.586 -1.067
C: 1.038 1.588 -0.296
O: 0.466 2.615 0.414
F: 1.100 0.586 2.360
Cl: -2.665 1.689 -0.093
H: -0.328 -3.149 1.181
H: -2.695 -2.416 2.374
H: 0.729 -1.593 -0.291
H: -3.529 -0.394 1.902
H: 3.324 -1.006 1.422
H: 3.363 -0.075 -0.058
H: -0.322 1.964 -2.627
H: -1.375 0.732 -2.441
H: 0.412 -1.053 -2.479
H: 1.689 0.478 -2.592
H: 1.954 2.043 -0.921
H: 0.073 2.405 1.255

Kohn-Sham gap in eV: 9.52
HOMO in eV: -8.7145

F_max in eV/A, matching the order above: 3.91, 7.56, 2.40, 5.56, 6.50, 6.71
Molar mass in g/mol, matching the order above: 118.2, 98.2, 654.1, 135.3, 189.2, 226.7
Total energy in a.u., matching the order above: -367.74006, -290.16421, -1985.31967, -1008.67493, -1017.24524, -1099.56441